Below is a 6-piece molecular cluster, C22H37BNO12S overall, with properties calculated with ωB97M-V/def2-TZVPD.

Each atom is followed by the atoms it is bonded to, with distances in Å.
Positions of all 74 atoms, in Å:
1 N -0.295 -8.643 -5.580  C2 1.255, H8 1.024
2 C 0.796 -8.056 -5.383  N1 1.255, C3 1.518, H9 1.087
3 C 2.163 -8.448 -5.915  C2 1.518, S4 1.799, H10 1.091, H11 1.091
4 S 2.592 -10.185 -5.724  C3 1.799, B5 1.928, H12 1.343
5 B 2.854 -10.436 -3.831  S4 1.928, O6 1.328, O7 1.336
6 O 2.816 -9.303 -3.138  B5 1.328, H13 0.972
7 O 3.145 -11.664 -3.394  B5 1.336, H14 0.965
8 H -0.237 -9.480 -6.167  N1 1.024
9 H 0.809 -7.141 -4.795  C2 1.087
10 H 2.955 -7.887 -5.417  C3 1.091
11 H 2.233 -8.255 -6.987  C3 1.091
12 H 1.395 -10.769 -5.889  S4 1.343
13 H 3.285 -9.333 -2.287  O6 0.972
14 H 2.760 -12.442 -3.816  O7 0.965
15 O 1.886 -5.806 -3.325  C16 1.199
16 C 2.622 -6.081 -2.419  O15 1.199, O17 1.363, C20 1.510
17 O 3.943 -6.327 -2.643  C16 1.363, C18 1.439
18 C 4.598 -6.680 -1.411  O17 1.439, C19 1.522, H21 1.096, H22 1.086
19 C 3.702 -6.133 -0.308  C18 1.522, C20 1.529, H23 1.087, H24 1.090
20 C 2.316 -6.219 -0.947  C16 1.510, C19 1.529, H25 1.092, H26 1.085
21 H 4.677 -7.772 -1.363  C18 1.096
22 H 5.601 -6.263 -1.429  C18 1.086
23 H 3.802 -6.678 0.628  C19 1.087
24 H 3.951 -5.089 -0.118  C19 1.090
25 H 1.831 -7.185 -0.788  C20 1.092
26 H 1.632 -5.444 -0.617  C20 1.085
27 O -0.386 -5.369 0.229  C28 1.203
28 C -0.910 -4.337 0.558  O27 1.203, O29 1.343, C32 1.515
29 O -0.308 -3.483 1.402  C28 1.343, C30 1.446
30 C -1.183 -2.371 1.705  O29 1.446, C31 1.523, H33 1.092, H34 1.086
31 C -2.170 -2.322 0.546  C30 1.523, C32 1.528, H35 1.088, H36 1.087
32 C -2.266 -3.796 0.155  C28 1.515, C31 1.528, H37 1.092, H38 1.087
33 H -1.664 -2.581 2.663  C30 1.092
34 H -0.570 -1.478 1.793  C30 1.086
35 H -3.121 -1.871 0.820  C31 1.088
36 H -1.729 -1.740 -0.258  C31 1.087
37 H -3.024 -4.339 0.724  C32 1.092
38 H -2.434 -3.969 -0.905  C32 1.087
39 O -0.380 -0.018 -0.543  C40 1.201
40 C -0.016 1.026 -0.074  O39 1.201, O41 1.349, C44 1.513
41 O 0.904 1.071 0.911  C40 1.349, C42 1.447
42 C 1.077 2.432 1.370  O41 1.447, C43 1.522, H45 1.090, H46 1.087
43 C 0.609 3.302 0.213  C42 1.522, C44 1.525, H47 1.085, H48 1.092
44 C -0.477 2.429 -0.408  C40 1.513, C43 1.525, H49 1.092, H50 1.087
45 H 0.458 2.576 2.256  C42 1.090
46 H 2.123 2.567 1.635  C42 1.087
47 H 0.261 4.275 0.542  C43 1.085
48 H 1.424 3.447 -0.499  C43 1.092
49 H -1.443 2.590 0.073  C44 1.092
50 H -0.588 2.540 -1.483  C44 1.087
51 O -1.730 4.264 2.100  C52 1.199
52 C -1.371 5.274 2.636  O51 1.199, O53 1.356, C56 1.513
53 O -0.055 5.538 2.825  C52 1.356, C54 1.443
54 C 0.107 6.761 3.575  O53 1.443, C55 1.525, H57 1.092, H58 1.087
55 C -1.191 7.532 3.362  C54 1.525, C56 1.526, H59 1.085, H60 1.089
56 C -2.204 6.401 3.207  C52 1.513, C55 1.526, H61 1.092, H62 1.087
57 H 0.268 6.495 4.622  C54 1.092
58 H 0.993 7.268 3.201  C54 1.087
59 H -1.417 8.223 4.168  C55 1.085
60 H -1.145 8.102 2.436  C55 1.089
61 H -2.607 6.064 4.164  C56 1.092
62 H -3.028 6.642 2.541  C56 1.087
63 O -3.698 9.137 1.649  C64 1.196
64 C -3.448 10.200 2.138  O63 1.196, O65 1.356, C68 1.516
65 O -2.557 10.317 3.154  C64 1.356, C66 1.440
66 C -2.506 11.675 3.628  O65 1.440, C67 1.527, H69 1.092, H70 1.087
67 C -3.022 12.520 2.467  C66 1.527, C68 1.528, H71 1.087, H72 1.090
68 C -4.015 11.566 1.804  C64 1.516, C67 1.528, H73 1.092, H74 1.086
69 H -3.142 11.752 4.512  C66 1.092
70 H -1.479 11.895 3.910  C66 1.087
71 H -3.454 13.464 2.791  C67 1.087
72 H -2.206 12.738 1.778  C67 1.090
73 H -5.012 11.629 2.243  C68 1.092
74 H -4.099 11.681 0.727  C68 1.086

HOMO = -11.2 eV
LUMO = -3.295 eV
calculated total energy = -60982.807 eV
total charge = +1

These are the Löwdin partial charges, in e, on atoms 1 to 4:
1 N 0.131
2 C -0.258
3 C -0.350
4 S 1.207